[1]
{"formula": "C3H6BrF2N", "method": "ωB97M-V with the def2-TZVPD basis set", "species": ["C", "C", "C", "N", "F", "F", "Br", "H", "H", "H", "H", "H", "H"], "xyz": [[1.24, -1.25, 0.53], [-0.19, -0.66, 0.48], [-0.09, 0.67, -0.28], [-1.56, 1.23, -0.37], [0.73, 1.57, 0.29], [0.41, 0.50, -1.50], [-1.59, 3.06, -1.04], [1.53, -1.33, -0.59], [1.28, -2.15, 1.20], [1.87, -0.40, 1.02], [-0.76, -0.54, 1.34], [-0.70, -1.23, -0.29], [-2.15, 0.54, -0.77]], "e_homo_ev": -9.6, "smiles": "CCC(F)(F)NBr", "e_lumo_ha": 0.0028, "spin_multiplicity": 1, "relative_energy_ev": 1.455, "orbital_gap_ev": 9.6}

[2]
{"formula": "C3H6BrFO", "method": "ωB97M-V with the def2-TZVPD basis set", "species": ["C", "C", "C", "O", "F", "Br", "H", "H", "H", "H", "H", "H"], "xyz": [[0.20, 1.17, -0.04], [0.13, -0.29, -0.05], [1.40, -1.01, -0.17], [-0.64, -0.88, 0.99], [2.48, -0.47, -0.80], [-3.95, 0.14, 0.24], [0.87, 1.48, -0.89], [-0.79, 1.42, -0.10], [0.58, 1.62, 0.84], [-0.32, -0.66, -1.19], [1.62, -1.93, 0.33], [-1.57, -0.57, 0.86]], "e_homo_ev": [-10.7, -7.5], "e_lumo_ha": [0.0203, -0.1571], "spin_multiplicity": 1, "relative_energy_ev": 3.578, "orbital_gap_ev": [11.3, 3.3]}

[3]
{"formula": "C3H6BrI", "method": "ωB97M-V with the def2-TZVPD basis set", "species": ["C", "C", "C", "Br", "I", "H", "H", "H", "H", "H", "H"], "xyz": [[-0.08, 0.51, -1.41], [-0.39, 1.14, 0.94], [-0.69, 0.39, -0.21], [1.32, -2.60, -0.01], [-2.11, -1.19, 0.06], [-0.17, -0.14, -2.19], [0.58, 1.34, -1.55], [2.31, -3.64, 0.35], [0.27, 0.57, 1.61], [-1.10, 1.43, 1.71], [0.04, 2.19, 0.69]], "e_homo_ev": -9.0, "smiles": "C=C(C)I.Br", "e_lumo_ha": 0.0180, "spin_multiplicity": 1, "relative_energy_ev": 1.388, "orbital_gap_ev": 9.5}

[4]
{"formula": "C3H6BrN2O", "method": "ωB97M-V with the def2-TZVPD basis set", "species": ["C", "C", "C", "N", "N", "O", "Br", "H", "H", "H", "H", "H", "H"], "xyz": [[-0.63, 0.84, -0.72], [0.99, 0.25, 0.69], [-0.76, -1.54, -0.09], [-0.12, -0.21, -0.02], [-0.01, 1.94, -0.37], [1.04, 1.64, 0.57], [2.65, -0.51, -0.09], [-1.40, 0.66, -1.39], [0.80, -0.28, 2.08], [-0.20, -2.34, -0.73], [-0.61, -1.92, 1.03], [-1.76, -1.52, -0.29], [0.00, 2.99, -0.66]], "e_homo_ev": -14.2, "e_lumo_ha": -0.1624, "charge": 1, "spin_multiplicity": 1, "relative_energy_ev": 2.144, "orbital_gap_ev": 9.8}

[5]
{"formula": "C3H6BrO3P", "method": "ωB97M-V with the def2-TZVPD basis set", "species": ["C", "C", "C", "O", "O", "O", "P", "Br", "H", "H", "H", "H", "H", "H"], "xyz": [[1.54, -0.51, -1.62], [1.21, -1.26, -0.65], [0.98, -0.89, 0.70], [-2.23, 1.27, 1.92], [-1.98, 1.36, -0.66], [-0.74, -0.24, 0.64], [-1.05, 1.26, 0.71], [1.81, 0.60, 1.37], [1.60, -0.89, -2.66], [1.59, 0.52, -1.40], [1.07, -2.30, -0.83], [0.90, -1.67, 1.50], [-2.72, 0.51, 1.94], [-1.99, 2.24, -0.96]], "e_homo_ev": [-5.8, -9.6], "e_lumo_ha": [0.0167, -0.1387], "spin_multiplicity": 3, "orbital_gap_ev": [6.2, 5.8]}

[6]
{"formula": "C3H6BrP3", "method": "ωB97M-V with the def2-TZVPD basis set", "species": ["C", "C", "C", "P", "P", "P", "Br", "H", "H", "H", "H", "H", "H"], "xyz": [[-0.30, 1.17, -1.12], [-0.27, -0.30, -0.63], [-0.32, -0.20, 0.84], [-1.51, 2.33, -0.50], [0.72, 1.10, 1.60], [0.62, 2.43, -0.10], [-3.96, -0.19, 0.17], [-0.10, 1.39, -2.20], [-0.85, -1.05, -1.12], [0.70, -0.75, -0.88], [-1.34, -0.01, 1.29], [0.05, -1.19, 1.09], [-0.22, 1.42, 2.62]], "e_homo_ev": [-8.9, -8.2], "e_lumo_ha": [-0.1082, -0.1277], "spin_multiplicity": 1, "relative_energy_ev": 0.221, "orbital_gap_ev": [6.0, 4.7]}

[7]
{"formula": "C3H6CeO3", "method": "ωB97M-V with the def2-TZVPD basis set", "species": ["H", "O", "C", "O", "Ce", "O", "C", "H", "H", "C", "H", "H", "H"], "xyz": [[0.68, -1.75, 1.40], [-0.58, 0.02, -1.01], [-1.12, -0.29, 0.05], [-0.96, 0.57, 1.04], [2.11, 0.63, -0.76], [-1.12, -1.52, 0.48], [0.12, -2.24, 0.60], [0.68, -2.25, -0.34], [-0.09, -3.28, 0.88], [-1.24, 1.96, 0.75], [-0.28, 2.43, 0.96], [-1.57, 2.26, -0.24], [-2.01, 2.28, 1.47]], "e_homo_ev": [-23.3, -23.9], "e_lumo_ha": [-0.6777, -0.5987], "charge": 3, "spin_multiplicity": 2, "relative_energy_ev": 2.155, "orbital_gap_ev": [4.8, 7.6]}

[8]
{"formula": "C3H6CeO4", "method": "ωB97M-V with the def2-TZVPD basis set", "species": ["O", "C", "O", "O", "C", "H", "H", "C", "H", "H", "H", "O", "H", "Ce"], "xyz": [[-0.81, -1.13, 0.02], [-1.60, -0.04, 0.06], [-2.78, 0.01, 0.07], [-0.72, 0.97, 0.05], [-1.20, 2.33, -0.01], [-1.94, 2.42, -0.81], [-1.63, 2.59, 0.97], [-1.41, -2.44, 0.00], [-2.00, -2.57, 0.91], [-2.03, -2.53, -0.89], [-0.58, -3.14, -0.03], [3.55, 0.43, -0.13], [-0.31, 2.94, -0.22], [1.45, -0.16, 0.04]], "e_homo_ev": [-20.4, -19.9], "e_lumo_ha": [-0.3683, -0.4114], "charge": 2, "spin_multiplicity": 3, "orbital_gap_ev": [10.4, 8.7]}

[9]
{"formula": "C3H6Cl2", "method": "ωB97M-V with the def2-TZVPD basis set", "species": ["C", "C", "C", "H", "H", "H", "H", "H", "H", "Cl", "Cl"], "xyz": [[1.09, -0.07, 0.78], [-0.38, -0.62, 0.34], [-0.98, 0.24, -0.79], [1.62, -0.16, -0.21], [1.47, -0.52, 1.65], [-0.27, -1.68, -0.22], [-1.41, -0.54, 1.11], [-2.12, 0.21, -0.77], [-0.59, 1.36, -0.45], [1.63, 1.62, 0.86], [-0.06, 0.16, -2.31]], "e_homo_ev": -10.4, "smiles": "ClCCCCl", "e_lumo_ha": 0.0318, "spin_multiplicity": 1, "relative_energy_ev": 2.310, "orbital_gap_ev": 11.3}

[10]
{"formula": "C3H6Cl2N", "method": "ωB97M-V with the def2-TZVPD basis set", "species": ["C", "C", "C", "N", "Cl", "Cl", "H", "H", "H", "H", "H", "H"], "xyz": [[-0.75, -2.19, 1.56], [0.94, 1.50, 0.24], [-0.17, 0.19, -1.52], [0.54, 0.29, -0.29], [-2.35, -2.34, 1.11], [-0.02, -2.83, 2.79], [0.13, 1.70, 0.97], [0.98, 2.23, -0.56], [1.84, 1.33, 0.79], [-1.01, -0.05, -0.90], [0.02, -0.80, -1.94], [-0.15, 0.97, -2.25]], "e_homo_ev": [-13.5, -12.1], "e_lumo_ha": [-0.2097, -0.2796], "charge": 1, "spin_multiplicity": 1, "relative_energy_ev": 6.778, "orbital_gap_ev": [7.8, 4.5]}

[11]
{"formula": "C3H6Cl2O2", "method": "ωB97M-V with the def2-TZVPD basis set", "species": ["C", "C", "C", "O", "O", "Cl", "Cl", "H", "H", "H", "H", "H", "H"], "xyz": [[-0.67, -0.19, 1.28], [0.47, 1.16, -0.79], [0.09, -0.24, -0.03], [1.33, -0.79, 0.35], [-0.58, -0.92, -1.03], [1.40, 0.78, -2.21], [-1.14, 1.84, -1.23], [-0.72, -1.29, 1.64], [-0.19, 0.22, 2.14], [-1.56, 0.47, 1.13], [0.79, 2.05, -0.12], [1.76, -1.25, -0.42], [-0.98, -1.85, -0.73]], "e_homo_ev": [-4.4, -10.6], "e_lumo_ha": [0.0183, -0.1528], "spin_multiplicity": 3, "relative_energy_ev": 2.427, "orbital_gap_ev": [4.9, 6.5]}

[12]
{"formula": "C3H6Cl2S2", "method": "ωB97M-V with the def2-TZVPD basis set", "species": ["C", "C", "C", "H", "H", "H", "H", "H", "H", "S", "S", "Cl", "Cl"], "xyz": [[0.99, 0.64, 0.10], [-0.21, -0.41, -0.02], [-1.56, 0.36, -0.30], [2.46, -0.46, -1.32], [0.75, 1.55, -0.60], [0.99, 1.08, 1.07], [0.06, -0.91, -0.94], [0.60, -1.93, 1.60], [-1.41, 0.99, -1.24], [2.61, -0.02, -0.07], [-0.50, -1.38, 1.42], [-2.79, -0.93, -0.61], [-1.99, 1.41, 0.91]], "e_homo_ev": -9.2, "smiles": "SC[C@@H](S)C(Cl)Cl", "e_lumo_ha": 0.0215, "spin_multiplicity": 1, "relative_energy_ev": 0.538, "orbital_gap_ev": 9.8}

[13]
{"formula": "C3H6Cl2Si", "method": "ωB97M-V with the def2-TZVPD basis set", "species": ["C", "C", "C", "Si", "Cl", "Cl", "H", "H", "H", "H", "H", "H"], "xyz": [[2.48, -0.55, 0.69], [1.23, -0.97, 0.53], [-2.02, 0.72, -1.38], [-0.52, 0.07, 0.10], [0.11, 1.95, 0.59], [-1.69, -0.80, 1.49], [2.69, 0.54, 0.55], [3.29, -1.33, 1.07], [-1.43, 0.89, -2.30], [-2.35, 1.56, -0.92], [-2.78, -0.11, -1.34], [0.98, -1.97, 0.91]], "e_homo_ev": -9.9, "smiles": "C=C[Si](C)(Cl)Cl", "e_lumo_ha": 0.0037, "spin_multiplicity": 1, "relative_energy_ev": 2.008, "orbital_gap_ev": 10.0}

[14]
{"formula": "C3H6ClF", "method": "ωB97M-V with the def2-TZVPD basis set", "species": ["C", "C", "C", "H", "H", "H", "H", "H", "H", "F", "Cl"], "xyz": [[-2.26, -0.18, 0.31], [-1.03, -0.69, -0.53], [0.07, 0.09, 0.23], [-3.21, -0.25, -0.31], [-2.30, -0.56, 1.28], [-2.06, 0.86, 0.45], [-1.13, -1.75, -0.55], [-0.99, -0.27, -1.49], [-0.26, -0.07, 1.30], [0.03, 1.38, -0.21], [1.71, -0.34, 0.07]], "e_homo_ev": -10.7, "smiles": "CC[C@H](F)Cl", "e_lumo_ha": 0.0394, "spin_multiplicity": 1, "relative_energy_ev": 0.709, "orbital_gap_ev": 11.8}

[15]
{"formula": "C3H6ClFS", "method": "ωB97M-V with the def2-TZVPD basis set", "species": ["C", "C", "C", "H", "H", "H", "H", "H", "H", "F", "S", "Cl"], "xyz": [[-0.93, 0.96, -0.21], [-0.13, -0.28, -0.20], [1.18, 0.04, 0.38], [-0.35, 1.74, -0.72], [-1.87, 0.91, -0.70], [-1.12, 1.31, 0.78], [0.03, -0.71, -1.24], [-0.84, -2.54, -0.41], [1.57, 1.05, -0.02], [1.00, 0.23, 1.72], [-1.09, -1.69, 0.59], [2.55, -1.04, 0.03]], "e_homo_ev": -9.5, "smiles": "C[C@H](S)[C@@H](F)Cl", "e_lumo_ha": 0.0247, "spin_multiplicity": 1, "relative_energy_ev": 0.305, "orbital_gap_ev": 10.2}

[16]
{"formula": "C3H6ClIO", "method": "ωB97M-V with the def2-TZVPD basis set", "species": ["C", "C", "C", "O", "Cl", "I", "H", "H", "H", "H", "H", "H"], "xyz": [[1.55, -0.74, 0.35], [-0.14, 0.45, -1.11], [0.29, -0.70, -0.59], [-1.52, 1.42, 1.71], [-0.20, -2.27, -1.06], [-1.86, 0.68, -2.36], [2.24, -1.14, -0.33], [1.78, 0.17, 0.63], [1.18, -1.37, 1.18], [0.24, 1.31, -0.77], [-1.53, 0.40, 1.49], [-2.02, 1.78, 0.87]], "e_homo_ev": -9.3, "smiles": "C/C(Cl)=C/I.O", "e_lumo_ha": 0.0109, "spin_multiplicity": 1, "relative_energy_ev": 1.080, "orbital_gap_ev": 9.6}

[17]
{"formula": "C3H6ClN", "method": "ωB97M-V with the def2-TZVPD basis set", "species": ["C", "C", "C", "H", "H", "H", "H", "H", "H", "N", "Cl"], "xyz": [[0.55, -0.09, -0.32], [0.19, 1.01, 0.60], [-0.91, 0.49, -0.41], [1.44, -2.15, -0.79], [-0.66, -1.79, 0.60], [1.41, 0.16, -0.92], [-0.07, 1.16, 1.76], [0.64, 2.08, 0.27], [-1.35, 1.06, -1.32], [0.82, -1.42, 0.38], [-2.05, -0.51, 0.16]], "e_homo_ev": -9.2, "e_lumo_ha": 0.0197, "spin_multiplicity": 1, "relative_energy_ev": 6.112, "orbital_gap_ev": 9.7}

[18]
{"formula": "C3H6ClN2OSi", "method": "ωB97M-V with the def2-TZVPD basis set", "species": ["C", "C", "C", "N", "N", "O", "Si", "Cl", "H", "H", "H", "H", "H", "H"], "xyz": [[-0.75, 0.87, 0.75], [0.25, 1.75, 0.53], [-1.28, -1.37, -0.13], [-0.42, -0.35, 0.14], [1.39, 1.21, -0.12], [2.36, 2.13, -0.31], [1.19, -0.38, -0.52], [1.83, -2.27, 0.29], [-1.71, 1.04, 1.22], [0.39, 2.87, 0.64], [-0.96, -2.26, 0.35], [-2.28, -1.08, 0.32], [-1.34, -1.46, -1.27], [1.32, -0.70, -1.89]], "e_homo_ev": -2.0, "smiles": "CN1C=CN([O-])[Si@H]1Cl", "e_lumo_ha": 0.1320, "charge": -1, "spin_multiplicity": 1, "relative_energy_ev": 0.771, "orbital_gap_ev": 5.6}

[19]
{"formula": "C3H6ClN3O2S2", "method": "ωB97M-V with the def2-TZVPD basis set", "species": ["C", "C", "C", "N", "N", "N", "O", "O", "S", "S", "Cl", "H", "H", "H", "H", "H", "H"], "xyz": [[-0.38, 0.28, -0.07], [0.75, 2.11, -1.73], [1.69, -0.31, 0.93], [0.74, -0.57, 0.12], [2.57, -1.20, 1.39], [-2.64, -1.12, -0.79], [-1.92, -1.41, 1.50], [-2.71, 0.90, 0.74], [-0.63, 1.73, -0.90], [-1.97, -0.35, 0.52], [1.85, 1.35, 1.46], [1.71, 1.52, -1.71], [0.74, 2.90, -2.32], [3.54, -0.98, 1.70], [2.26, -2.23, 1.60], [-2.67, -0.57, -1.62], [-2.93, -2.06, -0.83]], "e_homo_ev": [-7.6, -7.7], "e_lumo_ha": [-0.0068, -0.0118], "spin_multiplicity": 1, "relative_energy_ev": 0.000, "orbital_gap_ev": [7.4, 7.3]}

[20]
{"formula": "C3H6ClNO", "method": "ωB97M-V with the def2-TZVPD basis set", "species": ["C", "C", "C", "H", "H", "H", "H", "H", "H", "N", "O", "Cl"], "xyz": [[0.76, 0.19, 0.63], [-0.71, -0.24, 0.82], [-0.33, 0.69, -0.24], [0.71, 1.76, 1.70], [2.49, 1.00, 1.26], [1.44, -0.52, 0.16], [-1.22, 0.26, 1.74], [-0.45, -1.86, 1.36], [-0.86, 1.65, -0.26], [1.43, 0.80, 1.72], [-1.12, -1.52, 0.65], [-0.09, 0.02, -1.79]], "e_homo_ev": -8.9, "smiles": "N[C@H]1[C@H](O)[C@@H]1Cl", "e_lumo_ha": 0.0284, "spin_multiplicity": 1, "relative_energy_ev": 3.874, "orbital_gap_ev": 9.7}